[1]
Molecular formula: C19H33ClF5GeO4PdSeTe
Method: DFT, wB97M-V/def2-TZVPD

## Properties
* Kohn-Sham gap (spin up / spin down): 6.545 / 6.986 eV
* 2S+1: 6
* DFT total energy: -187170.557 eV
* molar mass: 841.502 Da

```
66
Properties=species:S:1:pos:R:3:forces:R:3:mulliken_spin:R:1
Pd -9.659488 -3.292984 12.370193 0.77 -0.29 1.16 0.91
C -8.196776 -3.911442 17.486657 -0.78 1.73 -1.53 -0.01
C -8.607916 -4.620476 16.174030 -0.55 0.51 0.37 -0.04
C -7.417625 -4.982277 15.316391 0.07 0.33 -0.31 0.15
C -9.251331 -5.911091 16.658022 0.35 0.00 -0.41 0.09
O -9.502029 -3.697654 15.429497 0.24 -1.08 0.38 0.14
Ge -11.296389 -4.006976 15.360392 0.60 0.65 0.74 0.88
O -11.762460 -2.532886 14.461786 -0.16 0.28 -0.41 0.10
C -12.511406 -1.416949 15.029918 0.29 -0.13 0.25 -0.03
C -12.571862 -1.533530 16.543138 0.89 0.46 0.18 0.11
C -13.971456 -1.494179 14.555605 1.19 0.34 -1.04 0.01
C -11.748914 -0.111942 14.704638 -0.53 -0.18 -0.45 0.04
O -11.395911 -5.580646 14.603439 0.77 -0.13 -0.03 -0.18
C -12.284123 -6.257105 13.746941 -1.07 0.41 -0.73 -0.02
C -12.938300 -5.236329 12.802631 0.28 -1.46 -0.83 0.02
C -11.486513 -7.273688 12.971465 1.20 0.27 0.04 0.01
C -13.360494 -6.965768 14.557294 0.27 0.98 -0.47 -0.01
H -7.597400 -4.527181 18.105143 0.66 -0.64 0.56 0.00
H -9.120779 -3.636885 18.025197 0.42 -0.06 -0.12 0.01
H -7.651585 -2.980480 17.229599 -0.22 -0.41 0.30 0.00
H -6.674119 -5.442365 15.945633 0.44 -0.19 0.26 0.00
H -6.957322 -4.124505 14.823437 -0.06 0.16 0.11 -0.06
H -7.664592 -5.717189 14.546703 -0.17 0.00 0.20 -0.01
H -8.426799 -6.391750 17.196556 -0.52 -0.32 0.10 0.00
H -9.621517 -6.556308 15.867160 0.08 -0.02 -0.08 0.01
H -10.065493 -5.666990 17.324856 -0.27 -0.18 0.42 -0.03
H -13.081430 -2.444205 16.819598 -0.15 -0.28 0.35 -0.04
H -13.116407 -0.674912 16.934756 -0.06 -0.07 0.14 0.00
H -11.548847 -1.500775 16.969282 -0.49 -0.18 -0.08 -0.02
H -14.375378 -2.445761 14.887743 -0.19 -0.12 -0.22 0.00
H -14.080232 -1.335763 13.460216 0.08 -0.35 0.69 0.00
H -14.474013 -0.700140 15.063443 -0.69 0.53 0.25 0.00
H -10.750696 -0.110411 15.119853 0.47 -0.57 -0.12 -0.01
H -12.172654 0.758642 15.203946 -0.62 -0.04 -0.16 0.00
H -11.715127 0.072704 13.624601 0.07 -0.03 0.21 0.00
H -12.158564 -4.741900 12.226298 -0.03 0.31 0.03 -0.01
H -13.509472 -4.542823 13.381157 -0.46 0.65 0.20 0.01
H -13.589976 -5.756001 12.060220 0.30 0.40 0.61 0.00
H -10.739882 -6.781750 12.304046 -0.44 -0.34 0.52 0.02
H -12.144547 -7.853765 12.359012 -0.41 -0.42 -0.45 0.00
H -10.980415 -7.951879 13.676428 0.00 0.20 -0.30 0.00
H -13.872983 -6.218715 15.160323 -0.12 -0.19 0.28 0.01
H -12.929844 -7.752438 15.131892 0.24 -0.51 0.76 0.00
H -14.051254 -7.390538 13.857744 -0.61 -0.33 -0.29 0.00
Se -8.197556 -5.099354 12.197410 -0.25 0.31 -0.44 1.86
Cl -2.997842 -3.055183 13.938178 -0.15 0.11 0.19 0.02
C -4.407503 -2.079967 13.614341 0.73 -0.12 -0.73 0.19
C -5.167389 -1.557213 14.639413 -0.66 0.43 -0.28 -0.10
C -6.311407 -0.829051 14.339755 0.33 -1.03 0.22 0.17
C -6.716297 -0.633539 13.004003 -0.82 0.36 0.47 -0.05
C -7.981375 -0.096897 12.703366 0.73 -0.17 -0.01 0.63
C -5.855850 -1.063826 11.998551 1.25 -1.30 -1.45 0.18
C -4.713091 -1.820269 12.279659 -0.58 0.81 -0.02 -0.09
H -4.900874 -1.731158 15.655484 0.18 -0.20 0.58 0.00
H -6.991883 -0.625327 15.150983 -0.07 0.47 0.07 0.01
H -8.281345 0.010906 11.694037 -0.27 0.07 -0.85 0.01
H -8.621687 0.294864 13.449651 -0.47 0.19 0.70 0.04
H -6.085780 -0.958394 10.924308 -0.16 0.26 0.74 0.01
H -4.056318 -2.135430 11.467210 -0.25 -0.10 0.36 0.00
F -8.800366 -2.852386 9.099079 -1.18 -0.45 -0.21 0.00
Te -10.694195 -3.203762 8.932037 1.91 1.46 3.90 -0.02
F -12.509548 -3.489278 8.697147 0.25 0.14 -0.52 0.00
F -10.443893 -5.068042 9.086555 0.01 0.61 -0.45 0.00
F -10.909895 -1.294650 8.775709 -0.07 -1.70 -0.42 0.00
F -10.269035 -3.358851 7.138542 -0.72 0.08 0.16 0.00
O -10.870349 -3.077358 10.825898 -0.85 0.06 -3.06 0.14
```
Positions in Å, forces in eV/Å.

***

[2]
Molecular formula: C4H3N2
Method: DFT, wB97M-V/def2-TZVPD

## Properties
* Kohn-Sham gap: 9.034 eV
* net charge: +1
* DFT total energy: -7163.173 eV
* energy relative to the best compared isomer or geometry (same formula, charge and spin): 2.120 eV
* molar mass: 79.082 Da

```
9
Properties=species:S:1:pos:R:3:forces:R:3:nbo_charge:R:1
C -1.106538 1.365903 -0.474940 1.99 -0.27 -0.48 0.45
C 0.791159 0.527805 -0.938204 -0.27 -0.73 -1.47 0.03
C 0.303933 -0.386630 0.069745 1.43 0.30 -0.04 0.47
C 0.140869 -1.193737 1.030020 1.51 0.85 -0.78 -0.38
N 0.043968 1.524786 -1.235015 -0.94 0.43 0.27 -0.28
N -1.747558 0.811814 0.309356 -1.09 0.12 0.23 -0.26
H 1.617298 0.211989 -1.625405 -0.27 0.48 1.04 0.30
H -0.877692 -1.218276 1.162261 -2.92 -0.56 1.03 0.34
H 0.834562 -1.643653 1.702181 0.57 -0.62 0.22 0.34
```
Positions in Å, forces in eV/Å.

***

[3]
Molecular formula: C24H26FeN5OSTe
Method: DFT, wB97M-V/def2-TZVPD

## Properties
* Kohn-Sham gap: 6.427 eV
* net charge: +1
* DFT total energy: -87319.467 eV
* energy relative to the best compared isomer or geometry (same formula, charge and spin): 1.478 eV
* molar mass: 616.018 Da

```
59
Properties=species:S:1:pos:R:3:forces:R:3:nbo_charge:R:1
Fe -0.271782 -0.057804 0.112437 -1.41 -0.67 2.68 0.77
C -0.471165 -2.920807 0.573104 -0.02 0.10 0.01 -0.27
N -0.026481 -1.967006 -0.463294 0.32 0.61 -0.30 -0.41
C 1.453135 -1.940062 -0.636591 0.25 -0.23 -0.01 -0.27
C 2.119497 -1.179055 0.507582 -0.04 -0.42 -0.07 0.25
C 3.465584 -1.324164 0.805145 -0.07 -0.26 -0.09 -0.23
C 3.983652 -0.664518 1.904520 0.03 0.02 -0.02 -0.13
C 3.138131 0.109162 2.682888 -0.08 0.02 0.16 -0.24
C 1.814662 0.228874 2.305750 -0.08 0.09 0.11 0.06
N 1.322558 -0.375562 1.226741 1.15 -0.02 -0.95 -0.48
C -0.831032 -2.042242 -1.716872 -0.07 -0.07 0.03 -0.26
C -2.120913 -1.246436 -1.566547 0.23 -0.17 0.17 0.23
C -3.257799 -1.508759 -2.307942 0.01 -0.14 0.01 -0.23
C -4.382643 -0.725264 -2.105370 0.02 0.00 -0.04 -0.13
C -4.340153 0.284506 -1.159030 -0.06 0.00 0.12 -0.24
C -3.163664 0.495084 -0.463260 0.01 0.07 -0.07 0.07
N -2.077934 -0.244964 -0.674787 0.18 0.08 -1.13 -0.46
C -1.104797 -2.249665 1.766916 -0.08 0.03 0.00 0.23
C -1.541314 -2.995269 2.852785 -0.02 -0.02 -0.04 -0.23
C -2.095001 -2.339460 3.935661 -0.01 -0.02 0.04 -0.13
C -2.192634 -0.955657 3.906377 -0.06 -0.01 0.01 -0.24
C -1.748094 -0.286949 2.783818 -0.06 0.01 -0.08 0.05
N -1.218973 -0.922069 1.732407 0.32 0.13 -0.01 -0.44
H 0.380994 -3.509938 0.917326 0.01 -0.03 -0.03 0.23
H -1.189865 -3.621335 0.143774 0.02 -0.04 -0.03 0.23
H 1.673357 -1.434621 -1.575794 -0.06 0.12 0.02 0.27
H 1.897481 -2.939837 -0.700551 -0.17 -0.11 0.09 0.21
H 4.090581 -1.957188 0.188289 -0.02 -0.01 0.02 0.24
H 5.028534 -0.770614 2.165678 -0.01 0.02 -0.03 0.24
H 3.496124 0.615318 3.568167 -0.02 -0.01 0.00 0.24
H 1.105936 0.816076 2.877607 0.07 0.11 -0.04 0.21
H -1.052298 -3.076343 -1.994157 0.00 -0.05 0.07 0.21
H -0.249187 -1.597784 -2.524158 0.04 0.11 0.05 0.27
H -3.259890 -2.313867 -3.031186 -0.01 0.00 0.02 0.23
H -5.283488 -0.905385 -2.676998 0.01 0.00 0.01 0.24
H -5.207512 0.897303 -0.958119 0.04 0.03 -0.01 0.24
H -3.057490 1.279654 0.275258 -0.01 0.03 -0.06 0.22
H -1.446891 -4.073711 2.842680 0.01 0.01 0.00 0.23
H -2.446845 -2.900068 4.791786 0.02 0.02 0.00 0.24
H -2.612997 -0.406515 4.737100 0.00 0.01 -0.03 0.24
H -1.809853 0.789674 2.691691 0.02 -0.02 0.01 0.22
Te 0.568818 1.227057 -1.998266 -0.80 1.40 -0.62 -0.29
C 1.738366 1.752255 -3.638837 0.59 -0.69 0.16 -0.45
C 2.885987 2.487791 -3.656004 0.08 0.11 -0.17 -0.30
C 3.437761 2.622764 -4.966259 -0.03 0.07 0.17 -0.25
C 2.701203 1.978264 -5.908595 -0.05 -0.09 -0.07 -0.43
S 1.337968 1.207935 -5.212775 -0.01 -0.05 -0.07 0.45
H 3.312804 2.928995 -2.766514 0.04 -0.03 -0.02 0.22
H 4.339002 3.176953 -5.188612 -0.03 0.00 0.00 0.23
H 2.880614 1.908408 -6.970095 0.00 0.07 0.03 0.24
C -0.740698 3.919946 1.981464 -0.05 -0.02 -0.05 -0.70
C -0.032213 2.852418 1.197029 -0.21 0.17 -0.25 0.72
N 1.207155 3.101590 0.806091 0.39 -0.18 0.23 -0.78
O -0.636570 1.801160 0.914589 -0.13 -0.21 0.27 -0.70
H -0.074719 4.724210 2.285850 -0.02 0.00 0.01 0.23
H -1.208404 3.479850 2.861155 0.02 0.00 0.00 0.24
H -1.533766 4.331608 1.355615 0.02 0.00 0.00 0.26
H 1.637489 3.992796 0.979473 -0.03 0.01 0.03 0.41
H 1.669669 2.443265 0.183861 -0.19 0.10 -0.21 0.43
```
Positions in Å, forces in eV/Å.